Below is one molecule with the formula C19H26N4O3, with properties calculated with ωB97M-V with the def2-TZVPD basis set.

ORCA input file:
```
! RIJCOSX wB97M-V def2-TZVPD def2/J DEFGRID3
* xyz 0 1
O -0.39012 0.17900 -1.12882
C -0.41574 1.31302 -0.69438
N -0.23923 2.40236 -1.48386
H -0.04605 3.28175 -1.02563
C 0.32410 2.25241 -2.80352
H -0.11282 2.99141 -3.47892
H 0.06637 1.24827 -3.14723
C 1.85604 2.43381 -2.76048
N 2.48500 1.60953 -1.76714
C 2.49993 1.97205 -0.44817
O 2.22678 3.06930 -0.00258
N 2.86435 0.87670 0.27997
H 3.21858 0.97691 1.21513
C 3.25986 -0.22629 -0.56660
H 2.84850 -1.16689 -0.19423
C 2.64366 0.17662 -1.91335
H 3.29052 -0.05340 -2.76298
H 1.67075 -0.31246 -2.04766
H 4.35323 -0.30984 -0.63103
H 2.28632 2.20730 -3.73873
H 2.08594 3.46970 -2.49401
C -0.67963 1.65575 0.76936
C -0.65167 0.39789 1.63831
N -1.93141 -0.25951 1.80486
C -3.11886 0.13514 1.30062
O -4.13978 -0.50175 1.49536
C -3.12611 1.41814 0.49326
C -2.02198 2.36965 0.92475
H -2.16157 2.65200 1.97092
H -2.04828 3.27904 0.32178
H -2.99870 1.14782 -0.55843
H -4.11358 1.86925 0.60243
C -1.91893 -1.46561 2.61176
H -2.81219 -1.44823 3.24380
H -1.02793 -1.44973 3.24304
C -1.95879 -2.74884 1.76830
C -0.73926 -2.92549 0.91122
C 0.46941 -3.31297 1.48034
C 1.59309 -3.49556 0.69536
C 1.52287 -3.29343 -0.67407
C 0.32631 -2.90018 -1.24803
C -0.79557 -2.71644 -0.46013
H -1.72452 -2.40619 -0.91296
H 0.26429 -2.74033 -2.31397
H 2.39652 -3.45196 -1.29114
H 2.52420 -3.80483 1.15008
H 0.52631 -3.48423 2.54678
H -2.85376 -2.71043 1.14720
H -2.05060 -3.59395 2.45476
H -0.28053 0.66425 2.63791
H 0.04804 -0.32016 1.19288
H 0.13460 2.31528 1.08950
*
```

Computed properties:
- energy relative to the best compared isomer or geometry (same formula, charge and spin) (kcal/mol) = 0.0
- Kohn-Sham gap (eV) = 9.4
- E_LUMO (eV) = 0.7